--- one ---
Entry from the OMol25 dataset: a 2-piece molecular cluster, C5H10O2 overall (ωB97M-V with the def2-TZVPD basis set).

Geometry as ORCA input:
```
! RIJCOSX wB97M-V def2-TZVPD def2/J DEFGRID3
* xyz 0 1
O 0.31541 2.50435 0.35911
C 0.28130 0.09636 -1.89753
C 0.09867 -0.41916 -0.68390
C -1.15962 -0.39325 0.15221
C -0.59570 -0.64995 1.55189
O 0.49516 -1.53470 1.33944
C 1.15548 -1.10554 0.16582
H -0.41972 2.92495 -0.10244
H -0.52698 0.58816 -2.43454
H 1.23963 0.03022 -2.40865
H 0.62868 1.84395 -0.27571
H -1.70073 0.55322 0.07467
H -1.82646 -1.20989 -0.14958
H -1.29281 -1.14340 2.23329
H -0.25366 0.29750 1.99460
H 1.59227 -1.98108 -0.32532
H 1.96907 -0.40174 0.40662
*
```

- LUMO energy (eV) = 0.81
- HOMO (eV) = -9.68
- gap between HOMO and LUMO (eV) = 10.486

***

--- two ---
Entry from the OMol25 dataset: a 2-piece molecular cluster, C5H10O2 overall (ωB97M-V with the def2-TZVPD basis set).

Geometry as ORCA input:
```
! RIJCOSX wB97M-V def2-TZVPD def2/J DEFGRID3
* xyz 0 1
C -1.05542 1.59679 1.64943
C -0.88316 0.29401 1.44834
C -0.21404 -0.28840 0.26010
C 1.10716 -0.42955 0.15370
O 1.92619 -0.17965 1.21876
C 1.82017 -1.17983 -0.90805
H -1.60485 2.05448 2.45099
H -0.72547 2.29399 0.87841
H -0.99978 -0.36785 2.30229
H -0.88147 -0.59187 -0.52236
H 1.47306 0.37569 1.87098
H 2.88625 -0.95158 -0.94639
H 1.37838 -1.13208 -1.89639
H 1.88495 -2.21470 -0.56928
H -1.88030 0.39212 -1.69803
H -2.06225 -0.24606 -3.09412
O -2.16943 0.57450 -2.59837
*
```

- LUMO energy (eV) = 0.80
- HOMO (eV) = -8.93
- gap between HOMO and LUMO (eV) = 9.725

***

Least stable of them? two.

***

--- one ---
Entry from the OMol25 dataset: a 3-piece molecular cluster, C3H11NO4 overall (ωB97M-V with the def2-TZVPD basis set).

Geometry as ORCA input:
```
! RIJCOSX wB97M-V def2-TZVPD def2/J DEFGRID3
* xyz 0 1
C 1.52984 -0.96356 0.39499
N 1.69844 0.32030 1.05122
C 1.17599 1.41163 0.51025
C -0.19508 1.48522 -0.09535
O -1.14180 1.08166 0.82964
O -0.41104 0.79008 -1.28210
H 0.50936 -1.36001 0.48355
H 2.19702 -1.66623 0.86888
H 1.76227 -0.91031 -0.66387
H 1.80707 0.41503 2.05340
H -0.35399 2.54079 -0.33206
H 1.89543 2.20012 0.28874
H -1.23304 0.07857 0.75983
H -2.51599 -0.90033 0.05929
H -1.15418 -1.77697 -0.45511
O -1.75148 -1.36793 0.40499
H -0.59351 -2.24440 -2.32509
H 0.16248 -0.01523 -1.32699
O -0.32925 -1.88435 -1.47843
*
```

- LUMO energy (eV) = -2.79
- HOMO (eV) = -8.38
- gap between HOMO and LUMO (eV) = 5.592

***

--- two ---
Entry from the OMol25 dataset: C3H11NO4 as an isolated structure (ωB97M-V with the def2-TZVPD basis set).

Geometry as ORCA input:
```
! RIJCOSX wB97M-V def2-TZVPD def2/J DEFGRID3
* xyz 0 1
C -0.19207 -1.64162 1.02692
C -1.09530 -0.54329 0.58406
C -0.26872 0.76494 0.39866
O -0.58940 1.43816 -0.76535
O -0.20355 1.51835 1.42579
N 0.53386 -2.03019 -0.14341
H -0.68818 -2.39378 1.65635
H 0.57199 -1.23149 1.70601
H -1.94240 -0.25119 1.20761
H -1.51704 -0.80884 -0.38983
H 0.78010 0.39346 0.13558
H 1.22645 -2.75677 -0.08393
H 0.26538 -1.55164 -1.04829
H -0.10634 -0.63380 -2.94846
H 1.40263 3.21835 -0.50919
O -0.20678 -0.34531 -2.04127
H 0.84576 2.77831 0.88495
H -0.37829 0.80787 -1.52878
O 1.56189 3.26848 0.43256
*
```

- LUMO energy (eV) = -4.33
- HOMO (eV) = -9.65
- gap between HOMO and LUMO (eV) = 5.322

***

Least stable of them? two.

***

--- one ---
Entry from the OMol25 dataset: a 3-piece molecular cluster, C3H11NO4 overall (ωB97M-V with the def2-TZVPD basis set).

Geometry as ORCA input:
```
! RIJCOSX wB97M-V def2-TZVPD def2/J DEFGRID3
* xyz 0 1
O -1.17383 1.63878 -0.41016
C -0.91681 0.92528 0.52358
O -1.42503 -0.30341 0.66308
C -0.20399 1.40520 1.75490
C -1.07649 1.22430 2.95703
N 1.09558 0.66190 1.93335
H -1.98977 -0.65004 -0.03076
H 0.13144 2.44373 1.68237
H -1.79569 2.05895 3.00777
H -1.41659 0.18219 2.99507
H -0.63116 1.28746 3.96241
H 1.17948 0.51387 2.94381
H 1.08272 -0.24326 1.46978
H -0.88851 -2.37968 -4.79820
H -2.35307 -2.59715 -5.21892
O -1.59314 -2.03287 -5.35355
H 4.52394 -0.86704 -2.92017
H 3.81824 -2.07292 -2.39197
O 3.63267 -1.19531 -2.76942
*
```

- LUMO energy (eV) = 0.43
- HOMO (eV) = -9.56
- gap between HOMO and LUMO (eV) = 9.991

***

--- two ---
Entry from the OMol25 dataset: a 3-piece molecular cluster, C3H11NO4 overall (ωB97M-V with the def2-TZVPD basis set).

Geometry as ORCA input:
```
! RIJCOSX wB97M-V def2-TZVPD def2/J DEFGRID3
* xyz 0 1
C 1.42332 1.50069 -0.05156
N 0.28520 0.58714 -0.06364
C -1.07503 1.12255 -0.06250
C -2.04048 -0.04437 0.07383
O -2.36807 -0.26907 1.37130
O -2.56675 -0.63576 -0.82677
H 2.28173 1.07081 -0.55892
H 1.51650 1.68519 1.02090
H 1.30281 2.47906 -0.54660
H 0.28979 -0.02061 -0.87348
H -1.25320 1.53907 -1.06009
H -1.31673 1.80774 0.74706
H -2.62268 -1.17946 1.55979
H -0.93703 -0.12610 -3.45194
H -0.02781 -1.34466 -3.83320
O -0.04477 -0.40044 -3.67822
H 1.82618 -2.06317 3.21861
H 2.81133 -2.99225 3.94413
O 2.51570 -2.71637 3.07130
*
```

- LUMO energy (eV) = 0.55
- HOMO (eV) = -9.02
- gap between HOMO and LUMO (eV) = 9.566

***

Least stable of them? two.

***

--- one ---
Entry from the OMol25 dataset: a 2-piece molecular cluster, C3H4Cl2Si overall (ωB97M-V with the def2-TZVPD basis set).

Geometry as ORCA input:
```
! RIJCOSX wB97M-V def2-TZVPD def2/J DEFGRID3
* xyz 0 1
C -0.52984 2.47148 0.19123
C -0.44539 1.31781 -0.13333
C 0.69789 -1.03522 0.09393
Si -0.65499 -1.94376 -0.67933
Cl -1.00640 -3.58494 0.46042
Cl -0.00987 -2.40869 -2.57326
H -0.94182 3.50559 -0.01565
H 0.97791 -1.04699 1.14399
H 1.65999 -0.90596 -0.38818
H -1.75178 -1.03324 -0.29358
*
```

- LUMO energy (spin up / spin down) (eV) = -2.22 / -2.22
- HOMO (spin up / spin down) (eV) = -10.05 / -10.05
- gap between HOMO and LUMO (spin up / spin down) (eV) = 7.834 / 7.832

***

--- two ---
Entry from the OMol25 dataset: C3H4Cl2Si as an isolated structure (ωB97M-V with the def2-TZVPD basis set).

Geometry as ORCA input:
```
! RIJCOSX wB97M-V def2-TZVPD def2/J DEFGRID3
* xyz 0 1
C 2.74659 0.66629 -0.48532
C 1.84337 -0.04580 -0.10835
C -0.99078 -0.17037 0.87436
Si 0.53587 -1.08354 0.53574
Cl -2.56623 -0.98219 0.83374
Cl -1.05461 1.51085 1.38785
H 3.36816 1.33228 -0.87849
H -1.85513 0.68351 -0.74457
H -2.31927 0.52387 -1.41996
H 0.29204 -2.43490 0.00500
*
```

- LUMO energy (eV) = -1.04
- HOMO (eV) = -8.26
- gap between HOMO and LUMO (eV) = 7.216

***

Least stable of them? two.